# 1
C2H2CoLiO | ωB97M-V/def2-TZVPD

For the HOMO energy (spin up / spin down), the calculation gives -13.11 / -14.27 eV. As for the expectation value of S²: 8.772. The value obtained for the HOMO-LUMO gap (spin up / spin down) is 8.02 / 7.90 eV.

```
! RIJCOSX wB97M-V def2-TZVPD def2/J DEFGRID3
* xyz 1 6
H 1.93 -0.81 -1.19
O 1.00 0.59 2.21
C 1.35 -0.58 2.84
C 2.33 -1.44 2.50
Co 2.49 0.04 0.45
Li -0.29 -0.68 0.06
H 0.72 -0.76 3.73
*
```



# 2
C30H28NO20P | ωB97M-V/def2-TZVPD

For the HOMO energy, the calculation gives -9.29 eV. The value obtained for the HOMO-LUMO gap is 7.86 eV.

```
! RIJCOSX wB97M-V def2-TZVPD def2/J DEFGRID3
* xyz 0 1
C -9.87 5.14 4.51
C -10.38 4.70 3.13
C -9.41 5.03 1.98
N -8.94 3.84 1.26
C -7.82 3.12 1.84
P -6.47 3.09 0.58
O -5.34 2.18 0.84
C -8.23 1.73 2.28
O -7.17 1.39 3.19
C -6.66 2.54 3.65
O -5.79 2.65 4.44
O -7.32 3.61 3.08
H -10.09 6.19 4.69
H -10.38 4.58 5.29
H -8.80 5.01 4.62
H -10.59 3.64 3.13
H -11.32 5.23 2.95
H -8.60 5.65 2.35
H -9.96 5.62 1.25
H -8.78 4.04 0.28
H -7.17 2.73 -0.59
H -6.11 4.44 0.48
H -9.13 1.82 2.89
H -8.35 1.02 1.46
O -4.81 0.78 -1.78
C -3.69 0.51 -2.15
C -3.41 -0.39 -3.26
C -2.14 -0.65 -3.62
O -1.85 -1.47 -4.62
C -0.98 -0.02 -2.90
O 0.15 -0.31 -3.27
C -1.25 0.90 -1.82
C -2.51 1.15 -1.45
O -2.79 1.98 -0.46
H -4.25 -0.84 -3.76
H -0.88 -1.51 -4.70
H -0.41 1.36 -1.33
H -3.75 2.00 -0.27
O 5.20 -0.99 -0.50
C 4.29 -0.62 0.22
C 2.92 -0.43 -0.21
C 2.00 -0.01 0.67
O 0.72 0.19 0.36
C 2.35 0.28 2.11
O 1.45 0.68 2.83
C 3.72 0.08 2.55
C 4.63 -0.35 1.67
O 5.90 -0.57 1.98
H 2.68 -0.64 -1.24
H 0.30 0.50 1.18
H 3.95 0.28 3.58
H 6.34 -0.87 1.16
O 0.63 -3.05 -4.73
C 1.75 -3.32 -5.12
C 2.03 -4.22 -6.22
C 3.30 -4.47 -6.57
O 3.64 -5.28 -7.56
C 4.46 -3.85 -5.85
O 5.58 -4.15 -6.23
C 4.19 -2.93 -4.76
C 2.92 -2.67 -4.41
O 2.61 -1.83 -3.43
H 1.18 -4.67 -6.73
H 4.61 -5.28 -7.59
H 5.03 -2.47 -4.26
H 1.64 -1.79 -3.35
O 12.25 -3.66 0.92
C 11.34 -3.30 1.65
C 9.97 -3.12 1.21
C 9.06 -2.70 2.10
O 7.78 -2.50 1.79
C 9.40 -2.40 3.53
O 8.50 -2.01 4.26
C 10.77 -2.60 3.97
C 11.69 -3.03 3.09
O 12.96 -3.24 3.40
H 9.73 -3.33 0.18
H 7.34 -2.20 2.61
H 11.01 -2.40 5.00
H 13.39 -3.53 2.57
*
```



Computed strongest force on any atom (eV/Å) in order:
4.76, 1.29